No. 1
ORCA calculation (ωB97M-V/def2-TZVPD) on the molecule C16H22N6O3 in a non-equilibrium geometry.

Last column: Mulliken charge in e.
Geometry (Å):
C1 4.00470 1.62602 0.71034  -1.09
C2 2.72227 1.95389 1.49060  -0.77
C3 1.42324 1.30215 1.04403  -0.01
C4 1.08045 1.46156 -0.50308  -1.29
N1 -0.31353 0.95486 -0.67920  0.43
C5 -1.30340 1.88563 -0.69880  0.71
O1 -2.48644 1.53517 -0.95444  -0.63
C6 -1.10919 3.29012 -0.22747  0.18
C7 -1.91807 3.74122 0.85917  -0.24
N2 -1.92864 4.98823 1.38251  -0.60
C8 -1.28058 5.87097 0.65755  -0.29
C9 -0.41549 5.51968 -0.39549  -0.16
N3 -0.34921 4.23255 -0.83884  -0.52
C10 -0.50334 -0.34606 -1.12478  0.21
C11 -1.13821 -1.38959 -0.39079  -0.06
N4 -1.79662 -0.95267 0.68248  -0.34
N5 -1.14784 -2.78983 -0.71224  0.17
C12 -1.66413 -3.84569 0.20606  -1.00
C13 -0.65651 -4.49822 1.12589  -0.30
C14 -0.15174 -5.80084 0.52005  -1.29
C15 -0.61980 -3.11148 -2.01305  0.27
O2 -0.77436 -4.26972 -2.41965  -0.66
N6 -0.12058 -2.08988 -2.77816  -0.06
C16 0.02821 -0.84338 -2.36245  0.66
O3 0.42228 -0.23154 -3.30285  -0.72
H1 4.96175 2.12872 0.98200  0.37
H2 4.40689 0.62230 0.82908  0.31
H3 3.79293 1.85410 -0.38362  0.22
H4 2.95269 1.89844 2.54227  0.46
H5 2.58102 3.01928 1.46204  0.31
H6 0.63063 1.85165 1.65684  0.14
H7 1.36571 0.25836 1.36308  0.32
H8 1.69226 0.69953 -1.05860  0.42
H9 1.32495 2.41566 -0.83052  0.57
H10 -2.52426 2.98558 1.33691  0.43
H11 -1.28347 6.84932 1.16702  0.37
H12 0.25175 6.22164 -0.93632  0.40
H13 -2.59580 -1.58991 1.05280  0.28
H14 -2.01930 0.02644 0.66315  0.19
H15 -2.09722 -4.65084 -0.43654  0.49
H16 -2.47860 -3.35990 0.80626  0.28
H17 0.24874 -3.92178 1.28813  0.30
H18 -1.15986 -4.84452 1.90878  0.38
H19 -0.92891 -6.51522 0.44980  0.37
H20 0.22854 -5.57521 -0.54655  0.23
H21 0.64221 -6.23693 1.09241  0.40
H22 0.00388 -2.32986 -3.68577  0.17

Results
E_tot = -32030.419 eV
structure (SMILES) = CCCCN(C(=O)c1cnccn1)c1c(N)n(CCC)c(=O)[nH]c1=O
LUMO level = 0.0 eV
frontier orbital gap = 8.47 eV
max |F| = 8.03 eV/Å
highest occupied orbital energy = -8.478 eV
total charge = 0

---

No. 2
ORCA calculation (ωB97M-V/def2-TZVPD) on the molecule C3H5N3 in a non-equilibrium geometry.

Last column: Mulliken charge in e.
Geometry (Å):
H1 2.71234 -1.06861 -0.12460  0.23
N1 1.96749 -0.39616 0.01173  -0.67
C1 0.81276 -0.90158 -0.21492  0.01
C2 -0.39340 -0.09914 -0.06122  -0.35
N2 -1.71413 -0.58463 -0.19456  -0.55
C3 0.07695 1.09182 0.31536  0.64
N3 0.69713 2.11151 0.56027  -0.53
H2 0.60155 -1.93958 -0.47899  0.40
H3 -2.27639 -0.06238 -0.85569  0.25
H4 -2.22086 -0.70449 0.67238  0.23
H5 -0.26345 2.55323 0.37025  0.34

Results
relative energy (zero: lowest compared OMol25 entry of this formula, charge and spin) = 89.8 kcal per mole
E_tot = -7658.563 eV
structure (SMILES) = [H]/N=C/C(N)=C=N
LUMO level = 0.4 eV
frontier orbital gap = 8.47 eV
max |F| = 1.70 eV/Å
highest occupied orbital energy = -8.123 eV
total charge = 0

---

No. 3
ORCA calculation (ωB97M-V/def2-TZVPD) on the molecule C5H6O2 in a non-equilibrium geometry.

Last column: Mulliken charge in e.
Geometry (Å):
O1 1.00047 1.52299 1.39012  -0.55
C1 0.69220 0.82532 0.45993  0.36
C2 1.62012 -0.12734 -0.29492  -0.29
O2 0.76736 -1.00511 -1.00428  -0.42
C3 -0.57438 -0.69526 -0.69806  -0.07
C4 -1.37914 -0.40467 0.69269  -0.84
C5 -0.70381 0.64717 -0.13547  -0.01
H1 2.26451 -0.72140 0.35746  0.27
H2 2.26580 0.47368 -0.95836  0.26
H3 -1.19677 -1.08818 -1.50062  0.39
H4 -1.15542 -0.33215 1.77039  0.26
H5 -2.45177 -0.57907 0.57096  0.25
H6 -1.14918 1.48402 -0.64985  0.41

Results
relative energy (zero: lowest compared OMol25 entry of this formula, charge and spin) = 54.3 kcal per mole
E_tot = -9374.742 eV
structure (SMILES) = O=C1CO[C@H]2C[C@@H]12
LUMO level = 0.8 eV
frontier orbital gap = 10.40 eV
max |F| = 1.21 eV/Å
highest occupied orbital energy = -9.614 eV
total charge = 0

---

No. 4
ORCA calculation (ωB97M-V/def2-TZVPD) on a structure of composition C33H40KN5O3S.

Last column: Mulliken charge in e.
Geometry (Å):
K1 -0.63984 1.43364 -0.05393  0.74
C1 0.34115 1.23532 2.91900  -1.38
N1 -1.11611 1.19347 2.92375  1.08
C2 -1.61906 0.10081 3.74452  -1.27
C3 -2.68855 -0.78155 3.10613  -0.77
C4 -2.20195 -1.64346 1.93953  -0.74
N2 -2.35852 -1.01234 0.63613  0.79
C5 -2.97857 -1.72162 -0.22359  -0.60
C6 -3.27499 -1.47269 -1.62351  1.08
C7 -3.90255 -2.51695 -2.31656  -0.60
C8 -4.24081 -2.43758 -3.65133  -0.77
C9 -3.94526 -1.24283 -4.33246  -0.27
C10 -3.34253 -0.19072 -3.69515  -0.89
C11 -2.96655 -0.23425 -2.30432  -0.26
O1 -2.43000 0.74483 -1.73145  -0.22
C12 -1.68946 2.47840 3.29432  -1.10
C13 -3.17659 2.62601 2.96820  -1.04
C14 -3.46704 2.51132 1.46752  -0.15
N3 -2.49159 3.29201 0.75779  -0.12
C15 -2.74070 3.79642 -0.37911  -0.36
C16 -1.78037 4.47341 -1.23509  1.18
C17 -2.32359 5.09523 -2.37133  -0.66
C18 -1.58005 5.81711 -3.27833  -0.69
C19 -0.19864 5.92313 -3.04814  -0.34
C20 0.38521 5.31641 -1.96911  -0.69
C21 -0.34406 4.53114 -0.99853  0.26
O2 0.25949 3.96738 -0.05257  -0.87
H1 0.77161 1.43478 3.91774  0.28
H2 0.70787 2.02203 2.25642  0.43
H3 0.73907 0.28925 2.55089  0.31
H4 -2.01315 0.49887 4.69655  0.36
H5 -0.77995 -0.54990 4.00887  0.62
H6 -3.55037 -0.19110 2.78656  0.08
H7 -3.04198 -1.45230 3.89937  0.42
H8 -2.74654 -2.60188 1.96266  0.56
H9 -1.13876 -1.86695 2.06826  0.02
H10 -3.35112 -2.71226 0.10011  -0.16
H11 -4.12405 -3.42854 -1.76573  0.29
H12 -4.71720 -3.26741 -4.15847  0.35
H13 -4.19728 -1.15035 -5.38515  0.35
H14 -3.11917 0.72796 -4.22584  0.40
H15 -1.14882 3.25010 2.74766  0.46
H16 -1.55202 2.66412 4.37944  0.38
H17 -3.48385 3.61738 3.31917  0.46
H18 -3.77085 1.89678 3.52858  0.32
H19 -4.50580 2.81378 1.24961  0.62
H20 -3.36405 1.46465 1.15305  -0.26
H21 -3.75760 3.73264 -0.80623  0.06
H22 -3.39471 4.99399 -2.52963  0.23
H23 -2.04324 6.27668 -4.14275  0.37
H24 0.42170 6.48576 -3.74066  0.32
H25 1.45500 5.38464 -1.80507  0.36
C22 6.09581 -3.04584 0.29411  -0.97
C23 5.50053 -2.27327 1.47138  -0.67
N4 4.95511 -0.98245 1.09905  0.19
C24 5.79274 0.19003 1.24273  -0.93
C25 6.61105 0.53044 -0.00023  -0.96
C26 3.68024 -0.91383 0.56666  0.23
S1 3.05052 0.59275 0.06040  -0.46
N5 3.09947 -2.08803 0.39632  -0.16
C27 1.76093 -2.23316 0.29555  -0.39
O3 0.90214 -1.63524 0.93760  -0.42
C28 1.32743 -3.28583 -0.69400  0.05
C29 2.16468 -4.32571 -1.08749  -0.10
C30 1.72402 -5.26155 -2.01364  -0.59
C31 0.45678 -5.14782 -2.57443  -0.47
C32 -0.37529 -4.10028 -2.20037  -0.34
C33 0.05763 -3.18319 -1.25286  0.03
H26 6.41866 -4.04269 0.60852  0.33
H27 6.95514 -2.52497 -0.13237  0.32
H28 5.33400 -3.15329 -0.47717  0.16
H29 6.26270 -2.11418 2.23886  0.39
H30 4.69629 -2.86856 1.90527  0.39
H31 6.45399 0.01573 2.09810  0.36
H32 5.14416 1.03516 1.47185  0.44
H33 7.31964 -0.26208 -0.25224  0.25
H34 7.17031 1.45798 0.14834  0.38
H35 5.92534 0.67496 -0.83500  0.25
H36 3.15804 -4.38310 -0.66326  0.40
H37 2.37565 -6.07597 -2.31036  0.36
H38 0.12290 -5.87090 -3.31003  0.37
H39 -1.35504 -3.98158 -2.64795  0.40
H40 -0.56875 -2.35831 -0.94115  0.23

Results
E_tot = -75626.710 eV
LUMO level = 4.2 eV
frontier orbital gap = 5.90 eV
max |F| = 0.51 eV/Å
highest occupied orbital energy = -1.720 eV
total charge = -2

---

Question: max |F| of number 4 (C33H40KN5O3S)?
Answer: 0.51 eV/Å